The following is a quantum chemistry calculation of an isolated molecule of C2H6N4O, from OMol25.

As for the orbital gap: 9.112 eV. The calculation puts the relative energy (zero: lowest compared OMol25 entry of this formula, charge and spin) at 576.1 kJ/mol. The SMILES is [H]/N=C(/N)O/C=N/N. As for the energy: -373.890941 a.u. For the max |F|, the calculation gives 9.4 eV/Å.

```
! RIJCOSX wB97M-V def2-TZVPD def2/J DEFGRID3
* xyz 0 1
C -0.7956 -0.8510 0.2058
C 1.4260 0.1138 0.1140
H -3.3214 0.7096 -0.6381
H -2.7949 0.5298 0.8626
H -1.4582 -1.6195 0.5362
H 3.1036 -1.3294 -0.1609
H 3.5838 0.6393 -0.2306
H -0.0974 1.3352 -0.1588
N -2.7039 0.0142 -0.0085
N -1.2627 0.3075 -0.4709
N 2.8138 -0.1469 -0.1524
N 0.9383 1.3498 0.2102
O 0.5685 -1.0524 -0.1086
*
```

=====

The following is a quantum chemistry calculation of a cluster of 5 separate species, C2H14NO4 in total, from OMol25.

As for the orbital gap (alpha / beta): 3.147 / 9.034 eV. The calculation puts the relative energy (zero: lowest compared OMol25 entry of this formula, charge and spin) at 116.5 kJ/mol. As for the energy: -440.150947 a.u. For the max |F|, the calculation gives 2.5 eV/Å. Its expectation value of S² is 0.753.

```
! RIJCOSX wB97M-V def2-TZVPD def2/J DEFGRID3
* xyz 0 2
C 1.3573 0.1730 1.8970
C 1.9679 -0.9592 2.3375
N -0.1061 0.1725 1.6465
H 1.8043 1.1399 1.7258
H 3.0289 -0.9516 2.5383
H 1.4722 -1.9298 2.3360
H -0.3354 0.6047 0.7415
H -0.3386 -0.8146 1.5396
H -0.7003 0.6982 2.2867
H 1.8737 -3.7944 -5.3467
H 0.8732 -3.3558 -4.2743
O 1.0951 -3.2494 -5.2035
H -0.4880 2.6760 -1.1301
H 0.0890 1.2139 -1.4301
O -0.3625 1.7583 -0.8082
H -2.1332 -2.2670 2.5163
H -1.3218 -2.4618 3.7778
O -1.2513 -2.1557 2.8607
H -1.5347 4.8361 -2.2362
H -2.7594 4.0336 -1.8602
O -1.8076 4.1359 -1.6445
*
```

=====

The following is a quantum chemistry calculation of a structure of composition C34H44BBrN13O2PPt, from OMol25.

As for the orbital gap (alpha / beta): 5.839 / 4.415 eV. The calculation puts the relative energy (zero: lowest compared OMol25 entry of this formula, charge and spin) at 41.7 kJ/mol. As for the energy: -5242.863177 a.u. For the max |F|, the calculation gives 1.0 eV/Å. Its expectation value of S² is 8.821.

```
! RIJCOSX wB97M-V def2-TZVPD def2/J DEFGRID3
* xyz 3 6
Pt -0.1066 0.0991 -0.7178
C 1.7450 -3.0566 -1.2933
C 1.2530 -2.5989 0.0384
C 1.8695 -2.9486 1.2365
C 1.3252 -2.6031 2.4576
N -0.7193 -2.1683 1.2269
N 0.0206 -1.9498 -0.0018
B -2.1458 -1.3949 1.1648
N -2.7505 -1.6224 -0.2085
C -3.6189 -2.5426 -0.6867
C -3.6118 -2.4832 -2.0529
C -2.6771 -1.4838 -2.3705
C -2.2540 -1.0389 -3.7275
N -2.1795 -0.9557 -1.2590
N -2.0938 0.1197 1.4620
C -2.8039 0.7850 2.4005
C -2.6350 2.1314 2.1976
C -1.7961 2.2283 1.0820
C -1.2928 3.4774 0.4575
N -1.5057 1.0103 0.6349
N -2.8688 -1.9796 2.3950
C -4.1273 -2.3505 2.6487
C -4.2471 -2.6981 3.9791
C -2.9885 -2.5128 4.5410
C -2.5263 -2.7502 5.9340
N -2.1736 -2.0619 3.5694
H 2.8144 -3.2635 -1.2765
H 1.5302 -2.3259 -2.0708
H 1.2293 -3.9834 -1.5653
H 2.7590 -3.5659 1.1989
H 1.7727 -2.8559 3.4080
H -4.1770 -3.1930 -0.0338
H -4.1948 -3.0774 -2.7360
H -2.4206 -1.8297 -4.4559
H -1.1906 -0.7930 -3.7291
H -2.8380 -0.1751 -4.0518
H -3.3925 0.2831 3.1480
H -3.0538 2.9408 2.7712
H -1.5910 4.3350 1.0569
H -1.7094 3.6173 -0.5413
H -0.2045 3.4674 0.4073
H -4.8724 -2.3333 1.8706
H -5.1319 -3.0478 4.4827
H -3.3715 -3.0379 6.5532
H -2.0729 -1.8586 6.3678
H -1.7934 -3.5591 5.9674
Br 7.6067 1.4553 2.1668
C 6.4964 0.5305 1.0658
C 6.9631 -0.7186 0.5159
N 6.2369 -1.4319 -0.3055
C 5.0228 -0.9647 -0.6174
C 4.4479 0.2184 -0.0820
C 5.2014 0.9863 0.7579
C 3.0313 0.6325 -0.4851
O 2.6618 1.7636 -0.1520
O 2.3986 -0.2447 -1.1325
H 7.9394 -1.0966 0.8022
H 4.4497 -1.5294 -1.3441
H 4.8132 1.9187 1.1480
C -0.0377 4.5030 -3.9865
N -0.7322 3.2165 -4.4688
C 0.2432 2.4669 -5.4009
N 1.4734 2.2214 -4.7413
C 2.0781 3.4803 -4.3045
N 1.2032 4.1940 -3.3767
C 1.0815 3.5246 -2.0816
P 0.3129 1.8416 -2.2663
C -1.1396 2.3490 -3.3177
C 1.3780 1.2442 -3.6560
H -0.7216 4.9932 -3.2945
H 0.1001 5.1205 -4.8739
H -1.5627 3.4753 -5.0053
H 0.3834 3.1129 -6.2672
H -0.2518 1.5435 -5.6995
H 2.2583 4.1083 -5.1772
H 3.0289 3.2760 -3.8176
H 0.5273 4.1640 -1.3993
H 2.0715 3.3615 -1.6544
H -1.8834 2.8830 -2.7277
H -1.6084 1.4575 -3.7260
H 0.9957 0.2955 -4.0381
H 2.3692 1.0400 -3.2530
C 0.8159 1.7474 3.3925
C 0.3074 0.3489 3.2647
C -0.4572 -0.3315 4.2182
C -0.7330 -1.7194 3.7287
C 0.1110 -1.7349 2.4176
C -1.0304 -3.6434 1.3145
N 0.5333 -0.3576 2.1755
H 0.5440 2.1884 4.3490
H 0.4178 2.3654 2.5881
H 1.9006 1.7525 3.2916
H -0.7755 0.0575 5.1755
H -0.3531 -2.4716 4.4230
H -1.2789 -3.9248 2.3342
H -0.1634 -4.2076 0.9979
H -1.8576 -3.8562 0.6452
*
```

=====

Q: Number 1 is which compound?
A: C2H6N4O

=====

Q: Which of these has the lowest relative energy (zero: lowest compared OMol25 entry of this formula, charge and spin)?
A: C34H44BBrN13O2PPt

=====

Q: Among the records above, which one has the highest relative energy (zero: lowest compared OMol25 entry of this formula, charge and spin)?
A: C2H6N4O